No. 1
49
Properties=species:S:1:pos:R:3:forces:R:3 method="wB97M-V/def2-TZVPD" charge=0 smiles="CCOC(=O)c1ccc(CNC(=O)c2cc(COc3ccccc3SC)on2)o1" fmax_ev_per_a=1.13 de_lowest_ev=2.765
C 9.880395 -0.766255 0.350013 -0.4 0.0 -0.2
C 8.989883 -1.251441 -0.785186 0.6 0.1 -0.1
H 9.023247 -2.339074 -0.875684 0.0 0.1 0.0
H 9.294284 -0.786371 -1.728778 -0.1 -0.2 0.1
O 7.618258 -0.943969 -0.539476 -0.3 -0.1 0.2
C 7.213764 0.291930 -0.853306 0.2 0.0 -0.1
O 7.915989 1.138853 -1.352558 -0.1 -0.1 0.1
C 5.802319 0.501324 -0.528233 -0.3 1.1 -0.2
C 5.030762 1.627573 -0.684247 0.7 -0.7 0.0
C 3.751059 1.295894 -0.200139 -0.1 -0.6 0.2
C 3.829093 -0.006726 0.218552 -0.5 0.7 -0.2
O 5.061736 -0.491741 0.018837 0.0 -0.4 0.2
C 2.799593 -0.906425 0.824375 0.3 -0.2 0.2
N 1.461103 -0.493799 0.489761 0.2 0.0 -0.2
C 0.610455 -0.003336 1.418570 0.4 -0.3 -0.3
O 0.854162 0.050405 2.605865 -0.2 0.1 0.2
C -0.678657 0.450749 0.841048 -1.0 0.4 -0.2
N -0.920762 0.428813 -0.450765 1.0 -0.4 0.2
O -2.164367 0.906853 -0.634046 -0.5 0.2 0.0
C -2.699951 1.238432 0.552796 0.5 -0.1 0.9
C -1.795370 0.967038 1.542055 -0.3 0.1 -0.6
H -1.890697 1.104141 2.597294 -0.1 0.0 0.3
C -4.106409 1.743300 0.586209 0.2 0.2 -0.3
H -4.169066 2.655368 1.184509 0.1 -0.1 -0.2
H -4.432386 1.951750 -0.440724 0.0 0.0 0.1
O -4.975938 0.825470 1.222957 -0.2 -0.4 0.1
C -5.130758 -0.375927 0.548295 0.0 -0.1 -0.1
C -4.356681 -1.472414 0.886167 0.0 0.2 0.1
C -4.535076 -2.679212 0.229362 0.0 0.0 0.0
C -5.487953 -2.782537 -0.767259 0.0 -0.1 0.0
C -6.273640 -1.694658 -1.107298 0.0 0.0 0.0
C -6.104608 -0.483588 -0.452438 -0.1 0.4 0.1
S -7.045650 0.974660 -0.771037 -0.3 0.1 -0.1
C -8.267157 0.430145 -1.997881 0.5 0.0 0.3
H -8.865747 -0.379754 -1.591589 -0.1 -0.1 -0.1
H -8.895692 1.295828 -2.182151 0.0 0.0 0.0
H -7.771342 0.134252 -2.917701 -0.1 -0.1 -0.1
H -7.013798 -1.801569 -1.883694 -0.1 0.0 -0.1
H -5.629779 -3.718036 -1.287202 0.0 -0.1 0.0
H -3.929376 -3.531254 0.496121 0.1 -0.1 0.0
H -3.623560 -1.371666 1.672082 0.0 0.0 0.1
H 1.181436 -0.448734 -0.478660 0.0 0.0 0.0
H 2.983809 -1.935041 0.494720 0.0 0.1 0.1
H 2.865565 -0.874659 1.919464 0.0 -0.1 -0.2
H 2.889929 1.930517 -0.158645 -0.2 0.1 0.0
H 5.357611 2.560929 -1.093064 0.1 0.2 -0.1
H 9.546724 -1.186977 1.295535 0.0 0.0 0.1
H 10.905877 -1.073123 0.165451 0.1 0.0 0.0
H 9.842712 0.318551 0.411958 0.0 0.1 0.0

No. 2
58
Properties=species:S:1:pos:R:3:forces:R:3 method="wB97M-V/def2-TZVPD" charge=0 smiles="O=[N+]([O-])c1ccccc1.O=[N+]([O-])c1ccccc1.O=[N+]([O-])c1ccccc1.NP(O)OC(=O)OCON=O" fmax_ev_per_a=5.09 de_lowest_ev=1.433
N -1.496806 -5.619885 2.022491 -1.2 0.0 0.8
P -3.221111 -5.790306 2.453994 0.7 -2.0 0.8
O -3.414124 -5.019067 3.965739 0.4 1.0 -2.7
O -4.049045 -4.961132 1.181205 -1.9 1.4 2.2
C -4.911239 -3.949736 1.665336 2.0 4.4 0.1
O -4.401345 -2.810937 1.848835 -2.4 -4.5 -0.3
O -6.293643 -4.094676 1.911870 2.8 -2.1 0.0
C -6.618808 -5.404819 2.447520 -1.8 -0.2 0.4
O -6.616758 -6.361913 1.352968 -0.2 2.1 0.5
N -5.925935 -7.505247 1.657421 -0.4 -2.6 0.9
O -6.543852 -8.199821 2.400427 1.1 0.9 -0.7
H -1.266704 -6.352633 1.320865 -0.3 0.7 0.6
H -1.006986 -5.879760 2.901857 -0.2 0.3 -0.8
H -3.345728 -4.034799 3.903300 0.1 -0.6 0.2
H -5.943590 -5.722326 3.311447 -0.7 0.4 -1.4
H -7.705631 -5.354372 2.826362 1.8 0.3 -0.6
C -2.714162 0.000972 2.208169 0.1 0.0 -0.1
C -1.660312 0.898470 2.357458 -0.1 -0.2 -0.2
C -0.954744 1.334898 1.242016 0.2 0.1 -0.1
C -1.316015 0.869063 -0.019885 -0.4 -0.3 0.7
C -2.365127 -0.035415 -0.176252 0.0 0.0 -0.1
C -3.063810 -0.468872 0.945272 0.2 0.3 -0.2
N -0.589604 1.346852 -1.196784 0.1 0.1 -0.2
O 0.338315 2.126734 -1.014845 -0.5 -0.4 -0.1
O -0.952278 0.943974 -2.295242 0.1 0.2 0.7
H -3.267079 -0.333651 3.080775 0.0 0.0 -0.1
H -1.391089 1.260439 3.344189 0.0 0.0 -0.2
H -0.136327 2.034151 1.371695 -0.2 -0.1 -0.2
H -2.648705 -0.406128 -1.154994 0.2 0.2 0.1
H -3.881203 -1.167584 0.836108 0.2 0.2 -0.1
C 1.352666 1.623855 -4.301040 -0.1 -0.1 -0.2
C 1.592068 1.579249 -5.671742 0.3 0.1 0.2
C 2.824420 1.980816 -6.176949 0.0 0.0 -0.1
C 3.812072 2.421608 -5.297725 -0.7 -0.2 0.3
C 3.574933 2.475223 -3.925504 0.0 0.0 0.0
C 2.338462 2.073855 -3.431060 0.2 0.0 -0.2
N 5.119841 2.821852 -5.821629 0.4 0.1 -0.2
O 5.286172 2.779759 -7.031916 -0.1 0.0 0.5
O 5.972816 3.171638 -5.018755 -0.4 -0.1 -0.3
H 0.392140 1.304973 -3.907657 0.3 0.1 -0.1
H 0.818183 1.228360 -6.346300 0.1 0.1 0.0
H 2.999041 1.941594 -7.246296 0.2 0.1 0.2
H 4.336378 2.821429 -3.235357 0.0 0.0 -0.3
H 2.143097 2.108028 -2.365860 0.0 0.0 -0.2
C 5.533582 2.941829 0.795428 0.0 0.0 0.0
C 5.477250 4.127254 1.522520 -0.2 -0.2 0.0
C 4.293012 4.507462 2.144236 0.0 0.1 0.1
C 3.170730 3.688909 2.034596 0.7 -0.3 -0.4
C 3.218248 2.504655 1.301942 -0.1 -0.1 0.0
C 4.406076 2.133908 0.681205 0.0 0.2 0.1
N 1.928153 4.072449 2.708020 -0.3 0.3 0.3
O 1.915987 5.125597 3.324789 0.0 -0.6 -0.3
O 0.973393 3.313166 2.616825 0.4 0.4 0.2
H 6.461528 2.645526 0.315925 -0.1 0.0 0.0
H 6.358696 4.753848 1.606906 -0.1 0.0 0.0
H 4.262012 5.433236 2.707633 -0.2 -0.2 0.0
H 2.347616 1.864945 1.207760 0.0 0.2 0.1
H 4.454873 1.212502 0.110690 -0.1 0.1 0.1

No. 3
47
Properties=species:S:1:pos:R:3:forces:R:3 method="wB97M-V/def2-TZVPD" charge=+2 fmax_ev_per_a=1.05 e_tot_ha=-2206.44809
Sc 0.337528 0.695422 -0.521249 0.2 0.0 -0.1
C -1.050063 -1.173275 1.649631 -0.7 0.1 0.3
C -2.283381 -0.463083 1.068612 0.3 -0.1 0.1
C -2.165433 1.043486 1.073042 -0.2 -0.1 0.1
C -2.660907 1.808159 2.122635 0.1 -0.1 -0.2
C -2.631703 3.190405 2.034349 0.1 -0.1 -0.2
C -2.134659 3.778663 0.879198 0.1 -0.2 -0.2
C -1.592791 2.959022 -0.096186 -0.2 0.3 0.0
N -1.583266 1.613700 -0.001266 -0.4 0.4 0.3
N 0.096131 -1.158159 0.712846 0.2 0.0 0.0
C 1.370637 -1.324251 1.444183 0.5 0.0 0.4
C 2.554956 -0.766472 0.674742 0.2 -0.1 0.0
C 3.813098 -0.724731 1.263131 -0.2 0.0 -0.2
C 4.856866 -0.121705 0.580657 -0.3 0.0 0.0
C 4.621818 0.368994 -0.696923 -0.2 -0.1 -0.1
C 3.356250 0.245453 -1.237531 0.2 0.0 -0.1
N 2.323391 -0.283547 -0.559655 0.3 -0.3 0.3
C -0.038632 -2.237481 -0.300890 0.1 -0.4 -0.5
C -0.795829 -1.830603 -1.548461 -0.1 -0.2 0.0
C -1.609778 -2.735104 -2.219016 0.1 0.2 0.1
C -2.236989 -2.347018 -3.395072 0.2 0.2 0.1
C -2.036220 -1.052898 -3.857989 0.2 0.1 0.1
C -1.208771 -0.208014 -3.138122 -0.2 0.0 -0.3
N -0.589977 -0.578254 -2.006609 -0.5 -0.7 -0.6
H -0.762673 -0.669478 2.577854 0.1 -0.1 -0.2
H -1.318937 -2.208740 1.897920 0.2 0.1 0.0
H -2.453420 -0.809112 0.044196 -0.2 0.1 0.1
H -3.153335 -0.750405 1.661892 0.1 0.0 -0.1
H -3.066273 1.325278 2.997262 -0.1 -0.1 0.0
H -2.998263 3.799635 2.844720 -0.1 0.1 0.1
H -2.159577 4.848034 0.740120 0.1 0.1 0.0
H -1.154558 3.388814 -0.997328 0.0 -0.1 0.2
H 1.314534 -0.779601 2.396645 -0.1 -0.1 -0.2
H 1.549253 -2.385398 1.687079 -0.1 0.3 0.0
H 3.962272 -1.140852 2.246443 0.0 0.0 0.1
H 5.831313 -0.037441 1.037437 0.1 0.0 0.0
H 5.404386 0.844976 -1.262210 0.1 0.0 -0.1
H 3.149526 0.565047 -2.255574 0.0 0.1 0.1
H 0.966843 -2.532815 -0.631344 -0.2 0.1 0.2
H -0.516641 -3.124172 0.137421 0.2 0.2 0.0
H -1.748978 -3.732926 -1.832958 0.0 -0.1 0.1
H -2.865670 -3.037009 -3.940614 0.0 0.0 0.0
H -2.505492 -0.704687 -4.764176 0.0 0.1 -0.1
H -1.020369 0.803803 -3.483804 -0.1 0.0 0.0
S 2.023988 2.996570 2.964276 0.0 0.0 0.1
C 1.575047 2.509877 1.546020 0.3 0.4 0.5
N 1.234750 2.131892 0.464666 0.1 0.3 -0.1

No. 4
51
Properties=species:S:1:pos:R:3:forces:R:3 method="wB97M-V/def2-TZVPD" charge=0 smiles="COc1ccc(S(=O)(=O)NCCc2nnc3ccc(SCc4cccnc4)nn23)cc1" fmax_ev_per_a=1.45 de_lowest_ev=1.279
C -5.033142 -2.090400 -0.942184 -0.1 -0.1 -0.1
H -5.864005 -2.624344 -0.484325 0.1 0.0 -0.1
H -4.197440 -2.780797 -1.092924 0.0 0.0 0.0
H -5.351259 -1.686279 -1.907761 0.0 0.0 0.0
O -4.698971 -1.063529 -0.036581 0.1 0.1 0.2
C -3.686552 -0.221137 -0.345127 0.2 0.4 -0.1
C -2.913757 -0.299785 -1.502398 -0.3 0.0 0.0
C -1.883205 0.604210 -1.699655 0.1 0.1 -0.1
C -1.627219 1.578843 -0.758822 0.5 0.3 -0.2
C -2.398916 1.680496 0.385975 -0.2 0.0 0.1
C -3.420300 0.780083 0.597189 -0.1 -0.1 -0.2
H -4.022342 0.816899 1.490198 0.0 0.0 0.1
H -2.181551 2.451030 1.107496 0.0 0.0 0.2
S -0.318241 2.747385 -1.060154 -0.1 0.1 0.3
O -0.887021 3.986807 -1.498361 -0.1 0.1 0.2
O 0.665059 2.107869 -1.898759 -0.2 0.0 0.2
N 0.309630 3.009619 0.457953 -0.4 0.0 -0.8
H 0.248401 3.974456 0.735003 -0.2 0.2 -0.1
C 1.502674 2.299922 0.851478 0.4 -0.4 0.2
H 2.376385 2.958807 0.875937 -0.1 0.0 -0.1
H 1.668499 1.539108 0.088584 0.2 0.1 0.2
C 1.349035 1.621127 2.216362 0.1 0.0 -0.4
C 0.235860 0.642876 2.245034 0.2 0.2 -0.1
N -0.668725 0.546489 3.191649 0.5 0.8 0.3
N -1.483324 -0.470898 2.939318 -0.8 -1.0 -0.1
C -1.093808 -1.025446 1.814523 0.5 0.4 0.0
C -1.561930 -2.131748 1.076738 0.3 -0.2 -0.4
C -0.922415 -2.421010 -0.084910 -0.2 -0.1 0.4
C 0.173272 -1.603814 -0.502498 0.3 0.5 0.5
N 0.644488 -0.603174 0.184835 0.4 -0.1 -0.7
N 0.012922 -0.335059 1.326384 -1.1 -0.5 0.8
S 0.919763 -1.986580 -2.025484 0.1 -0.1 -0.5
C 2.171160 -0.673947 -2.178037 -0.5 -0.1 0.0
C 3.194428 -0.676945 -1.088664 0.4 0.0 0.2
C 3.846015 0.513662 -0.768058 -0.3 -0.4 -0.3
N 4.743748 0.619165 0.191807 0.3 0.5 0.2
C 5.056389 -0.464527 0.883098 0.1 -0.2 0.2
C 4.497575 -1.707247 0.632482 -0.1 0.1 -0.1
C 3.549542 -1.811732 -0.372248 0.2 0.1 0.0
H 3.086645 -2.764114 -0.591805 -0.1 0.0 0.0
H 4.790232 -2.571316 1.208692 0.0 -0.1 0.1
H 5.788940 -0.324257 1.666812 0.1 -0.1 0.1
H 3.626981 1.420792 -1.315994 -0.1 0.1 -0.1
H 2.634866 -0.861999 -3.149302 -0.1 0.0 0.0
H 1.644486 0.282757 -2.210841 0.1 -0.1 -0.1
H -1.206170 -3.248938 -0.714163 -0.1 -0.1 0.0
H -2.397782 -2.696772 1.454177 -0.1 -0.1 0.0
H 2.288329 1.106900 2.439925 0.0 0.1 0.1
H 1.158069 2.355351 2.999247 0.0 -0.1 0.0
H -1.266539 0.556819 -2.583387 0.1 -0.1 -0.1
H -3.098756 -1.055698 -2.248435 0.0 -0.1 -0.1

No. 5
42
Properties=species:S:1:pos:R:3:forces:R:3 method="wB97M-V/def2-TZVPD" charge=+1 fmax_ev_per_a=1.53 de_lowest_ev=0.425
C -1.808664 -1.167651 1.952516 -0.1 0.4 0.0
C -3.258184 -0.644872 2.062561 0.1 0.1 -0.1
C -3.108677 0.843347 2.126124 0.7 -0.9 0.0
C -1.799921 1.199937 2.082429 0.2 0.4 -0.1
C -0.948040 0.069806 1.996371 -0.4 -0.4 0.3
C 0.477704 0.062302 2.010962 0.4 -0.1 -0.1
C 1.237084 1.253655 1.995476 -0.3 -0.1 0.0
C 2.613403 1.216304 2.041056 0.0 0.3 0.0
C 3.282553 0.004668 2.106280 -0.1 0.0 0.0
C 2.564646 -1.179320 2.114654 -0.1 -0.3 0.0
C 1.189355 -1.158007 2.062082 -0.3 0.1 0.0
H -1.546236 -1.842123 2.776721 0.0 0.1 -0.2
H -1.637248 -1.709470 1.014152 0.0 0.0 0.1
H -3.875511 -0.935628 1.202118 0.0 0.0 0.2
H -3.765629 -1.020035 2.960856 0.0 0.1 -0.2
H -3.926715 1.537638 2.229489 -0.1 0.0 0.0
H -1.448545 2.215176 2.134378 0.0 0.1 0.0
H 0.732347 2.202569 1.938992 0.0 0.2 0.0
H 3.183026 2.132165 2.026608 0.0 0.1 0.0
H 4.361523 -0.019736 2.149035 0.1 0.0 0.0
H 3.089635 -2.120636 2.170354 0.0 -0.1 0.0
H 0.643213 -2.086400 2.075373 0.0 -0.2 0.0
C -1.759316 4.241875 5.557278 -0.1 0.3 0.0
O -1.658695 2.836586 5.489502 1.1 -1.0 0.4
C -0.518002 2.294486 6.089338 0.2 -0.4 0.1
C 0.481999 3.017381 6.726977 -0.8 0.3 -0.5
C 1.600233 2.396621 7.298837 0.0 -0.3 -0.1
C 1.770615 1.040258 7.257174 0.1 -0.6 0.0
C 0.787168 0.270751 6.625769 -0.2 0.5 -0.1
C -0.344268 0.878699 6.052958 -0.3 0.8 -0.1
C -1.138747 -0.161258 5.510434 -0.2 -0.4 -0.3
C -0.492127 -1.341058 5.747985 -0.3 0.3 -0.2
N 0.680194 -1.094297 6.427492 0.4 -0.1 0.1
H -2.676526 4.549542 5.054008 0.0 -0.2 0.0
H -1.804501 4.567664 6.596909 0.0 0.1 0.0
H -0.910993 4.706870 5.054192 0.1 0.1 0.0
H 0.396945 4.087077 6.781742 0.1 0.2 0.1
H 2.347626 2.997253 7.787031 0.1 0.2 0.1
H 2.623460 0.554597 7.694939 0.3 0.0 0.2
H -2.080417 -0.034567 5.005040 -0.1 -0.1 0.0
H -0.845268 -2.315172 5.453760 0.3 -0.2 0.2
H 1.374619 -1.782206 6.727199 -0.6 0.5 -0.2

No. 6
52
Properties=species:S:1:pos:R:3:forces:R:3 method="wB97M-V/def2-TZVPD" charge=-1 fmax_ev_per_a=4.14 e_tot_ha=-2265.84186
S -0.896193 1.806942 -2.092261 -0.3 0.5 0.4
C -1.375363 1.770953 -3.888596 0.3 0.4 -3.6
C -2.881807 1.437905 -4.306662 -3.4 -0.2 0.1
C -3.577141 0.121532 -3.843690 -2.1 2.6 -2.4
C -5.031642 -0.173427 -4.320640 1.4 2.7 -0.9
C -5.834204 0.795234 -5.239172 3.7 1.2 1.3
C -5.136982 2.136217 -5.667480 1.9 -2.7 2.3
C -3.668963 2.445643 -5.196238 -2.3 -2.8 0.6
C -0.538371 0.619607 -4.690670 1.8 -1.2 -1.5
O 0.527163 1.180846 -5.531234 -2.0 0.4 1.4
P 0.624379 2.894213 -5.225425 2.5 2.0 -0.6
O -1.009142 2.995720 -4.547668 -0.8 -2.6 1.4
H -0.159143 2.985598 -1.945812 -0.8 -1.1 -0.8
H -3.026070 -0.620835 -3.168455 -0.9 1.3 -1.2
H -5.529275 -1.136541 -3.968741 0.8 1.5 -0.6
H -6.913195 0.542302 -5.553338 2.0 0.5 0.6
H -5.674371 2.914236 -6.319325 0.9 -1.4 1.1
H -3.248312 3.446388 -5.557860 -0.3 -1.9 0.9
H -1.157538 0.043956 -5.474271 0.3 0.9 1.6
H 0.023026 -0.146670 -4.050350 -1.3 1.0 -0.2
H 1.959995 3.053019 -5.809120 0.1 -0.5 0.2
H 0.190060 3.206518 -6.581993 -0.8 -0.1 0.4
H 0.707895 4.289196 -4.782793 -0.1 0.1 -0.7
H 1.291082 2.611387 -3.971028 -0.6 -0.4 0.3
C 0.642325 1.092947 1.064200 0.1 -0.1 -0.1
C 0.299426 1.337888 2.330652 -1.1 0.3 -0.3
C 1.280719 1.193638 3.443178 0.5 -0.1 0.3
O 0.937545 1.444085 4.588230 -0.2 0.0 -0.2
C 2.636079 0.745347 3.110441 -0.2 0.5 0.1
C 2.978709 0.496906 1.846033 1.1 -0.2 0.3
C 2.006578 0.667087 0.729843 -0.6 0.1 -0.7
O 2.361430 0.447921 -0.413838 0.3 -0.1 0.5
O 4.234854 0.076248 1.523006 -1.1 0.2 -0.3
O -0.963950 1.731614 2.658966 1.1 -0.3 0.4
H -0.060693 1.196141 0.246176 0.1 0.0 0.0
H 3.332536 0.627879 3.928386 0.0 0.1 -0.1
H 4.229790 -0.031342 0.550932 0.0 0.0 0.1
H -0.956266 1.844919 3.628843 0.0 0.0 -0.2
C 1.275875 -2.454240 5.819936 -0.2 -0.1 0.3
C 2.297785 -2.673155 4.989324 0.0 1.2 -0.6
C 3.041792 -3.965194 4.996100 0.3 -0.7 0.1
O 3.957638 -4.137411 4.210901 -0.2 0.3 0.1
C 2.635436 -4.987463 5.966499 0.2 0.1 -0.3
C 1.616019 -4.767006 6.798998 0.1 -1.2 0.6
C 0.854914 -3.485624 6.773251 -0.3 0.8 -0.1
O -0.082546 -3.326917 7.536710 0.3 -0.4 0.0
O 1.228929 -5.705526 7.707008 -0.1 1.2 -0.6
O 2.701235 -1.723540 4.100555 0.0 -1.6 0.8
H 0.726439 -1.521762 5.823529 0.0 0.0 0.0
H 3.194342 -5.913587 5.973507 0.0 0.0 0.0
H 0.474887 -5.308032 8.185071 0.1 -0.1 -0.1
H 3.452285 -2.121761 3.616386 -0.1 0.1 0.0